This record from OMol25 describes the molecule CH3BrO3S in a non-equilibrium geometry. The level of theory is wB97M-V/def2-TZVPD.

Last column: Löwdin spin population.
Cartesian coordinates (Å):
C 0.842 -0.371 0.142  0.01
O -2.361 1.725 0.486  0.39
O 1.606 -0.090 -1.017  0.01
O -0.150 0.588 0.474  0.16
S -1.596 0.801 -0.272  0.68
Br -2.548 -1.241 -0.177  0.74
H 2.422 0.338 -0.714  0.00
H 0.353 -1.346 0.011  0.00
H 1.431 -0.404 1.068  0.00

Forces on atoms 1 to 6 (eV/Å):
C -0.006 -0.991 -0.296
O -1.471 2.258 1.485
O -0.319 0.116 1.264
O 0.015 1.324 -0.115
S 4.061 1.331 -1.301
Br -2.209 -4.396 -0.103

- Total energy: -3237.6597 hartree
- Largest force on an atom: 4.92 eV/A
- Energy above the lowest of the compared OMol25 structures with the same formula, charge and spin: 0.0 kcal per mole
- Multiplicity: 3
- Lowest unoccupied orbital energy (alpha / beta): 0.51 / -3.50 eV
- Kohn-Sham gap (alpha / beta): 6.96 / 7.25 eV
- Charge: 0